DFT (wB97M-V/def2-TZVPD) results for CHLiO2Yb as an isolated structure in a non-equilibrium geometry.

```
6
Properties=species:S:1:pos:R:3:nbo_charge:R:1
O 0.363 -0.375 0.417 -1.298
H 0.980 -0.912 -0.106 0.479
Yb -0.030 -1.367 2.529 0.971
O -1.665 0.367 -1.453 -0.469
C -0.535 0.451 -1.191 0.369
Li 0.887 1.835 -0.196 0.949
```

The spin multiplicity is 2. The value obtained for the molecular weight is 224.998 Da. Its expectation value of S² is 0.751. Its net charge is +1. The relative energy (zero: lowest compared OMol25 entry of this formula, charge and spin) comes out at 0.00 kcal per mole. The value obtained for the HOMO energy (alpha / beta) is -9.47 / -12.40 eV. The energy comes out at -36874.801 eV. Its HOMO-LUMO gap (alpha / beta) is 5.34 / 8.05 eV.